Below is CF5LiMgO3P as an isolated structure at a distorted geometry, with properties calculated with the ωB97M-V functional and the def2-TZVPD basis.

```
12
Properties=species:S:1:pos:R:3
P 1.323 0.395 -0.001
F 1.918 0.788 1.390
F -3.218 1.906 -0.429
F 2.760 -0.014 -0.550
F 1.187 1.515 -1.083
F -0.160 0.957 0.610
O 0.784 -1.076 -0.228
O -0.271 -3.004 -0.091
C -0.403 -1.793 -0.084
O -1.501 -1.186 -0.022
Li -2.226 -3.314 0.042
Mg -2.128 0.649 0.261
```

Properties
Energy relative to the best compared isomer or geometry (same formula, charge and spin) ... 1.1 kcal per mole
Charge ... +1
Max |F| ... 2.476 eV/Å
Orbital gap ... 10.90 eV
Multiplicity ... 1

Results of the natural (NBO) charge analysis, in e, for atoms 1 through 5: 2.672 -0.497 -0.922 -0.524 -0.496